This record from OMol25 describes C30H55ClP2PbSi2Te as an isolated structure. The level of theory is ωB97M-V/def2-TZVPD.

ORCA input file:
```
! wB97M-V def2-TZVPD RIJCOSX def2/J DEFGRID3
* xyz 0 1
Pb 0.07 -0.26 -0.76
C 1.11 1.92 1.32
C 2.22 1.45 0.57
C 2.04 1.95 -0.77
Si 3.59 0.39 1.29
C 0.79 2.62 -0.83
C 0.17 2.55 0.46
Si -1.53 3.12 1.03
H 0.99 1.81 2.40
H 2.78 1.87 -1.56
H 0.38 3.16 -1.68
Cl -0.98 -2.44 -3.77
C -1.54 3.30 2.88
C -1.95 4.72 0.19
C 3.57 0.56 3.14
C 5.22 0.91 0.58
H -1.16 5.44 0.46
H -2.91 5.11 0.56
H -2.00 4.66 -0.90
H -1.51 2.33 3.39
H -2.45 3.83 3.18
H -0.67 3.90 3.20
H 5.31 1.99 0.79
H 5.31 0.76 -0.50
H 6.04 0.39 1.09
H 3.50 1.62 3.42
H 4.51 0.16 3.54
H 2.73 0.01 3.59
C -2.79 1.76 0.59
C 3.22 -1.44 0.87
P -2.52 0.86 -0.97
H -3.78 2.24 0.57
H -2.76 1.01 1.40
P 2.44 -1.80 -0.73
H 2.56 -1.83 1.66
H 4.19 -1.97 0.92
C 2.28 -3.63 -0.92
C 3.74 -1.34 -1.96
C -2.79 2.14 -2.29
C -3.91 -0.34 -1.19
C -3.44 -1.76 -0.85
H -4.11 -0.28 -2.27
C -5.18 0.01 -0.42
H -5.00 0.04 0.66
H -5.92 -0.77 -0.62
H -5.60 0.97 -0.74
H -2.66 -2.13 -1.53
H -4.28 -2.46 -0.92
H -3.04 -1.82 0.17
H -2.09 2.95 -2.02
C -4.21 2.70 -2.33
C -2.37 1.57 -3.66
H -4.52 3.14 -1.38
H -4.95 1.93 -2.63
H -4.24 3.49 -3.09
H -1.32 1.24 -3.68
H -2.49 2.36 -4.42
H -3.00 0.72 -3.96
H 3.99 -0.30 -1.72
C 3.16 -1.38 -3.38
C 5.01 -2.19 -1.85
H 5.48 -2.13 -0.86
H 5.74 -1.80 -2.59
H 4.83 -3.25 -2.10
H 2.30 -0.71 -3.51
H 2.84 -2.40 -3.67
H 3.94 -1.07 -4.09
C 0.82 -4.06 -0.78
C 3.17 -4.43 0.03
H 2.60 -3.79 -1.96
H 2.94 -4.22 1.08
H 4.24 -4.25 -0.15
H 2.98 -5.50 -0.15
H 0.42 -3.82 0.22
H 0.76 -5.15 -0.90
H 0.16 -3.61 -1.53
C -0.80 -2.30 -5.51
H -0.30 -1.38 -5.82
H -0.25 -3.16 -5.86
H -1.80 -2.35 -5.95
Te -0.53 -1.30 1.97
C -1.09 -0.56 3.84
C -0.24 0.29 4.58
C -0.65 0.74 5.84
C -1.86 0.29 6.38
C -2.69 -0.58 5.66
C -2.31 -1.02 4.39
H 0.71 0.61 4.15
H 0.00 1.43 6.37
H -2.15 0.63 7.37
H -3.63 -0.93 6.09
H -2.91 -1.71 3.81
*
```

As for the LUMO energy: 0.1 eV. The max |F| comes out at 0.034 Eh/bohr. The value obtained for the frontier orbital gap is 6.4 eV.

---

This record from OMol25 describes C30H55ClP2PdSeSi2 as an isolated structure. The level of theory is ωB97M-V/def2-TZVPD.

ORCA input file:
```
! wB97M-V def2-TZVPD RIJCOSX def2/J DEFGRID3
* xyz 0 5
Pd 0.09 -0.54 -0.23
C -1.33 -0.14 2.35
C -1.40 1.00 1.53
C -1.90 0.56 0.24
Si -1.13 2.75 2.08
C -2.07 -0.88 0.32
C -1.62 -1.32 1.62
Si -1.35 -3.08 2.18
H -1.12 -0.12 3.42
H -2.23 1.19 -0.57
H -2.57 -1.48 -0.43
Cl 2.01 1.10 -4.55
C -1.09 -3.18 4.04
C -2.83 -4.16 1.76
C -0.81 2.86 3.91
C -2.64 3.80 1.73
H -3.72 -3.69 2.21
H -2.69 -5.15 2.22
H -3.00 -4.28 0.68
H -0.13 -2.75 4.35
H -1.13 -4.24 4.35
H -1.90 -2.65 4.56
H -3.52 3.28 2.14
H -2.82 4.00 0.66
H -2.51 4.76 2.26
H -1.65 2.44 4.48
H -0.72 3.93 4.17
H 0.12 2.35 4.20
C 0.22 -3.62 1.27
C 0.42 3.37 1.18
P 0.45 -2.77 -0.30
H 0.21 -4.70 1.06
H 1.11 -3.38 1.88
P 0.58 2.74 -0.54
H 1.27 2.94 1.74
H 0.48 4.47 1.27
C 2.15 3.61 -1.12
C -0.79 3.70 -1.46
C -0.83 -3.53 -1.39
C 2.04 -3.34 -1.01
C 3.04 -2.18 -1.12
H 1.74 -3.64 -2.03
C 2.69 -4.54 -0.31
H 2.97 -4.31 0.74
H 3.61 -4.76 -0.87
H 2.05 -5.44 -0.33
H 2.63 -1.34 -1.71
H 3.94 -2.56 -1.62
H 3.32 -1.79 -0.12
H -1.77 -3.39 -0.84
C -0.65 -5.04 -1.66
C -0.85 -2.75 -2.70
H -0.75 -5.68 -0.77
H 0.31 -5.26 -2.16
H -1.45 -5.33 -2.36
H -1.04 -1.68 -2.57
H -1.65 -3.16 -3.33
H 0.10 -2.85 -3.25
H -1.70 3.39 -0.91
C -0.91 3.20 -2.91
C -0.65 5.22 -1.39
H -0.66 5.60 -0.36
H -1.51 5.65 -1.92
H 0.26 5.56 -1.90
H -1.09 2.12 -2.96
H 0.00 3.42 -3.49
H -1.75 3.72 -3.37
C 3.30 2.60 -1.07
C 2.53 4.88 -0.35
H 1.93 3.85 -2.17
H 2.77 4.65 0.70
H 1.75 5.66 -0.39
H 3.43 5.29 -0.83
H 3.59 2.37 -0.03
H 4.18 3.04 -1.57
H 3.03 1.67 -1.60
C 0.85 -0.25 -4.35
H -0.01 0.07 -3.74
H 0.52 -0.38 -5.39
H 1.37 -1.14 -3.97
Se 2.02 0.17 1.50
C 2.28 -0.87 3.07
C 1.76 -0.39 4.30
C 1.89 -1.15 5.46
C 2.55 -2.38 5.43
C 3.10 -2.85 4.23
C 2.99 -2.10 3.06
H 1.24 0.56 4.30
H 1.47 -0.75 6.38
H 2.66 -2.96 6.33
H 3.63 -3.80 4.20
H 3.43 -2.44 2.12
*
```

As for the LUMO energy (spin up / spin down): 0.4 / -2.0 eV. The max |F| comes out at 0.058 Eh/bohr. Its expectation value of S² is 6.0349. The value obtained for the frontier orbital gap (spin up / spin down) is 3.5 / 5.3 eV. The energy above the lowest of the compared OMol25 structures with the same formula, charge and spin is 26.2 kJ/mol.

---

This record from OMol25 describes C30H56ClN10O3Sc as an isolated structure. The level of theory is ωB97M-V/def2-TZVPD.

ORCA input file:
```
! wB97M-V def2-TZVPD RIJCOSX def2/J DEFGRID3
* xyz 2 1
Sc 0.13 0.28 0.21
C 1.55 -4.30 1.68
N 2.33 -3.67 0.64
C 3.40 -4.50 0.14
C 2.13 -2.40 0.22
N 0.94 -1.83 0.09
C -0.19 -2.71 -0.23
C -0.90 -2.16 -1.48
N -1.32 -0.76 -1.27
C -1.23 0.05 -2.50
C -0.85 1.51 -2.22
N 0.51 1.62 -1.63
C 1.27 2.59 -2.13
N 0.87 3.32 -3.24
C 0.83 4.77 -3.17
C 0.75 2.75 -4.56
N 2.47 2.95 -1.63
C 3.45 3.65 -2.44
C 2.90 2.86 -0.25
C -2.68 -0.74 -0.68
C -2.86 0.30 0.44
N -1.76 0.18 1.39
C -2.05 0.37 2.67
N -1.26 -0.17 3.62
C -0.31 -1.21 3.30
C -1.11 0.42 4.94
N -3.20 0.98 3.08
C -3.96 0.50 4.22
C -3.63 2.27 2.59
N 3.23 -1.70 -0.18
C 4.45 -1.67 0.59
C 3.05 -0.56 -1.05
H 2.22 -4.71 2.44
H 0.95 -5.13 1.29
H 0.90 -3.57 2.16
H 2.97 -5.41 -0.29
H 4.09 -4.81 0.93
H 3.96 -3.99 -0.64
H -0.91 -2.78 0.60
H 0.17 -3.71 -0.46
H -1.74 -2.81 -1.74
H -0.18 -2.20 -2.30
H -2.17 0.03 -3.05
H -0.46 -0.38 -3.15
H -1.57 1.94 -1.52
H -0.94 2.06 -3.15
H 0.98 5.10 -2.14
H -0.16 5.10 -3.49
H 1.57 5.24 -3.81
H 0.98 1.69 -4.54
H 1.46 3.24 -5.24
H -0.25 2.90 -4.98
H 3.27 3.49 -3.50
H 4.43 3.26 -2.19
H 3.46 4.72 -2.23
H 2.13 2.40 0.36
H 3.07 3.87 0.14
H 3.84 2.31 -0.18
H -2.88 -1.72 -0.25
H -3.44 -0.55 -1.45
H -3.81 0.09 0.94
H -2.93 1.30 0.00
H -0.80 -1.95 2.66
H 0.00 -1.68 4.22
H 0.59 -0.81 2.80
H -1.57 1.41 4.98
H -0.04 0.53 5.15
H -1.56 -0.22 5.71
H -3.71 -0.53 4.43
H -5.02 0.55 3.95
H -3.82 1.11 5.12
H -2.91 2.69 1.89
H -3.71 2.96 3.44
H -4.61 2.21 2.12
H 4.42 -2.40 1.40
H 4.59 -0.68 1.04
H 5.31 -1.88 -0.05
H 2.33 -0.81 -1.84
H 4.01 -0.34 -1.52
H 2.71 0.33 -0.50
C 0.05 7.10 2.08
C -0.71 6.15 1.22
C -1.77 6.59 0.44
C -2.54 5.71 -0.30
Cl -3.85 6.29 -1.25
C -2.25 4.35 -0.27
C -1.18 3.90 0.48
C -0.40 4.78 1.22
O 0.71 4.36 1.91
C 0.56 3.45 2.97
C 0.94 1.99 2.63
O 1.43 1.26 3.46
O 0.69 1.60 1.42
H 0.02 8.10 1.68
H 1.08 6.78 2.18
H -0.39 7.12 3.08
H -2.01 7.65 0.42
H -2.86 3.67 -0.84
H -0.92 2.84 0.51
H -0.47 3.42 3.35
H 1.21 3.78 3.79
*
```

As for the LUMO energy: -4.7 eV. The max |F| comes out at 0.029 Eh/bohr. The value obtained for the frontier orbital gap is 8.4 eV. The energy above the lowest of the compared OMol25 structures with the same formula, charge and spin is 80.8 kJ/mol.

---

This record from OMol25 describes a 3-piece molecular cluster, C30H56ClN4O2P overall. The level of theory is ωB97M-V/def2-TZVPD.

ORCA input file:
```
! wB97M-V def2-TZVPD RIJCOSX def2/J DEFGRID3
* xyz 0 1
C -6.98 -2.11 -0.49
O -7.30 -3.29 -1.19
C -6.24 -3.70 -2.05
C -5.23 -4.59 -1.32
C -3.80 -4.34 -1.81
C -2.78 -5.12 -0.95
C -1.76 -4.22 -0.25
C -2.44 -3.14 0.57
C -2.46 -1.84 0.11
C -3.10 -0.81 0.83
C -3.08 0.62 0.33
C -4.29 1.46 0.72
C -5.56 0.93 0.01
C -4.07 2.93 0.37
C -3.70 -1.13 2.02
C -3.70 -2.45 2.52
N -4.32 -2.71 3.71
C -4.30 -3.96 4.10
C -3.67 -4.98 3.35
P -3.68 -6.68 4.08
O -5.29 -6.81 4.29
Cl -3.27 -7.75 2.36
N -3.04 -4.76 2.22
C -3.07 -3.47 1.79
H -7.32 -1.22 -1.03
H -7.50 -2.13 0.47
H -5.92 -2.01 -0.28
H -5.71 -2.83 -2.42
H -6.66 -4.24 -2.90
H -5.24 -4.35 -0.26
H -5.47 -5.64 -1.43
H -3.74 -4.70 -2.84
H -3.60 -3.27 -1.83
H -2.23 -5.80 -1.59
H -3.30 -5.74 -0.23
H -1.11 -3.75 -0.97
H -1.20 -4.84 0.44
H -1.97 -1.59 -0.82
H -2.19 1.13 0.71
H -2.99 0.64 -0.75
H -4.50 1.43 1.78
H -6.03 0.20 0.67
H -6.27 1.71 -0.19
H -5.31 0.39 -0.90
H -3.99 3.09 -0.70
H -3.19 3.31 0.88
H -4.91 3.49 0.76
H -4.19 -0.38 2.61
H -4.77 -4.21 5.04
H -5.79 -6.42 3.56
C 3.15 4.00 -2.07
C 2.93 2.72 -1.28
N 1.76 2.77 -0.42
C 1.70 1.69 0.55
C 1.52 0.28 -0.01
C 0.51 3.09 -1.08
C 0.07 2.18 -2.24
H 3.18 4.87 -1.40
H 4.10 3.95 -2.59
H 2.37 4.17 -2.81
H 3.80 2.56 -0.65
H 2.89 1.87 -1.98
H 0.89 1.90 1.26
H 2.62 1.72 1.14
H 0.50 0.13 -0.36
H 1.70 -0.46 0.78
H 2.21 0.06 -0.82
H 0.57 4.11 -1.46
H -0.28 3.11 -0.33
H 0.88 1.99 -2.95
H -0.74 2.66 -2.80
H -0.32 1.22 -1.89
C 8.20 5.60 0.31
C 7.38 4.35 0.02
N 8.11 3.36 -0.74
C 7.27 2.31 -1.30
C 6.53 1.39 -0.32
C 9.37 2.92 -0.16
C 9.34 2.33 1.25
H 8.62 6.01 -0.60
H 7.56 6.36 0.77
H 9.01 5.40 1.01
H 6.51 4.65 -0.58
H 6.98 3.95 0.96
H 7.87 1.71 -1.98
H 6.52 2.80 -1.93
H 7.20 0.67 0.15
H 5.78 0.81 -0.86
H 6.01 1.95 0.46
H 10.05 3.77 -0.16
H 9.83 2.20 -0.84
H 8.75 2.94 1.94
H 10.36 2.28 1.65
H 8.95 1.31 1.27
*
```

As for the LUMO energy: -0.6 eV. The structure (SMILES) is COCCCCCc1cc(CC(C)C)cc2ncc(P(O)Cl)nc12.CCN(CC)CC.CCN(CC)CC. The max |F| comes out at 0.021 Eh/bohr. The value obtained for the frontier orbital gap is 7.5 eV.

---

This record from OMol25 describes a 5-piece molecular cluster, C30H56N2O8 overall. The level of theory is ωB97M-V/def2-TZVPD.

ORCA input file:
```
! wB97M-V def2-TZVPD RIJCOSX def2/J DEFGRID3
* xyz 0 1
C -23.97 22.28 18.54
C -23.54 20.90 19.16
C -23.67 20.98 20.69
C -25.02 20.86 21.32
C -25.64 19.65 20.72
C -25.69 19.60 19.20
N -24.41 19.89 18.48
O -24.45 19.93 17.09
C -26.03 18.13 18.81
C -26.75 20.55 18.67
C -22.05 20.53 18.80
H -24.94 22.69 18.82
H -23.89 22.26 17.45
H -23.21 23.02 18.82
H -22.94 20.29 21.12
H -23.37 21.97 21.03
H -25.64 21.73 21.08
H -24.91 20.80 22.40
H -26.62 19.52 21.18
H -25.05 18.83 21.12
H -26.79 17.71 19.46
H -26.57 18.18 17.87
H -25.19 17.45 18.67
H -26.94 20.66 17.61
H -27.77 20.32 18.99
H -26.71 21.56 19.08
H -21.40 21.37 19.04
H -21.94 20.41 17.72
H -21.79 19.62 19.33
H -24.36 19.01 16.83
C -21.41 11.79 16.20
C -22.56 11.36 17.05
C -22.21 11.94 18.42
C -23.28 12.02 19.47
C -24.63 12.59 18.93
C -24.98 12.04 17.47
N -23.81 11.99 16.59
O -24.14 11.70 15.27
C -25.81 10.73 17.53
C -25.87 13.15 16.88
C -22.65 9.82 17.14
H -21.39 11.28 15.23
H -20.39 11.59 16.53
H -21.54 12.86 16.05
H -21.33 11.54 18.94
H -21.94 12.98 18.25
H -22.95 12.64 20.30
H -23.43 10.99 19.79
H -24.75 13.66 19.08
H -25.40 12.17 19.58
H -25.35 9.84 17.95
H -26.75 10.79 18.07
H -26.04 10.48 16.49
H -26.15 12.89 15.86
H -26.82 13.22 17.40
H -25.37 14.12 16.84
H -21.68 9.33 17.22
H -23.07 9.40 16.22
H -23.29 9.56 17.97
H -23.99 12.52 14.80
O -24.31 15.70 24.49
C -23.71 15.28 25.48
O -24.21 15.30 26.76
C -23.29 14.86 27.73
C -22.16 14.12 27.00
C -22.27 14.71 25.55
H -23.70 14.19 28.49
H -22.92 15.79 28.18
H -22.34 13.04 27.00
H -21.14 14.21 27.37
H -21.98 14.04 24.74
H -21.66 15.61 25.46
O -23.72 17.41 15.88
C -22.55 17.03 15.92
O -21.60 17.81 16.42
C -20.26 17.35 16.32
C -20.50 16.09 15.46
C -21.93 15.67 15.66
H -19.98 17.13 17.35
H -19.64 18.08 15.80
H -19.88 15.25 15.74
H -20.30 16.32 14.41
H -22.08 15.08 16.57
H -22.34 15.15 14.79
O -20.40 15.73 19.11
C -21.32 15.82 19.90
O -21.38 15.09 20.99
C -22.65 15.22 21.67
C -23.31 16.52 21.08
C -22.59 16.63 19.73
H -22.65 15.23 22.76
H -23.28 14.35 21.44
H -23.19 17.37 21.75
H -24.36 16.29 20.95
H -22.44 17.67 19.45
H -23.21 16.23 18.93
*
```

As for the LUMO energy: 0.5 eV. The structure (SMILES) is CC1(C)CCCC(C)(C)N1O.CC1(C)CCCC(C)(C)N1O.O=C1CCCO1.O=C1CCCO1.O=C1CCCO1. The max |F| comes out at 0.090 Eh/bohr. The value obtained for the frontier orbital gap is 7.8 eV. The energy above the lowest of the compared OMol25 structures with the same formula, charge and spin is 0.0 kJ/mol.

---

Question: Which value of max |F| does entry 4 give?
Answer: 0.021 Eh/bohr

---

Question: The lowest max |F| belongs to which entry?
Answer: C30H56ClN4O2P

---

Question: Which of these has the highest max |F|?
Answer: C30H56N2O8

---

Question: Number 4 is which compound?
Answer: C30H56ClN4O2P